Below is C4H5N3O as an isolated structure in a non-equilibrium geometry, with properties calculated with wB97M-V/def2-TZVPD.

Output
Strongest force on any atom   3.00 eV/A
Spin multiplicity   3
Frontier orbital gap (spin up / spin down)   0.3672 / 0.2754 hartree
Highest occupied orbital energy (spin up / spin down)   -8.99 / -9.71 eV
Energy above the lowest of the compared OMol25 structures with the same formula, charge and spin   89.0 kJ/mol

Each line ends with the Löwdin charge.
Element x y z (Å)
C 1.96651 -0.86139 -1.79518  -0.250
C 0.97161 0.22254 -0.37961  -0.130
C -2.69758 -0.19059 1.63915  0.129
C -1.86770 0.46200 0.77444  -0.340
N 0.73091 -0.68298 -1.26696  0.073
N 2.89931 -0.10685 -1.25370  0.027
N 2.23774 0.60518 -0.32040  0.008
O -0.74988 0.94424 1.11064  -0.025
H 2.15835 -1.56166 -2.58139  0.095
H -3.71118 -0.41426 1.36653  0.067
H -2.39818 -0.34285 2.66155  0.077
H -2.23928 0.66104 -0.23985  0.118
H 2.69938 1.26558 0.28478  0.151

***

Below is C36H28Cl2FeN6O2S2 as an isolated structure, with properties calculated with wB97M-V/def2-TZVPD.

Output
Strongest force on any atom   0.58 eV/A
Frontier orbital gap   0.1897 hartree
Highest occupied orbital energy   -6.54 eV
Energy above the lowest of the compared OMol25 structures with the same formula, charge and spin   22.3 kJ/mol

Each line ends with the Löwdin charge.
Element x y z (Å)
Fe -0.43271 -1.23086 1.91109  0.110
Cl 5.62844 -0.70985 4.88125  0.645
C 4.22951 -1.36596 4.09356  -0.687
C 3.08366 -0.58107 4.01864  -0.036
C 1.96066 -1.07722 3.38002  -0.208
N 0.72275 -0.43873 3.26971  0.010
C 0.15798 0.12997 4.33990  -0.467
O 0.66701 0.66559 5.31884  0.045
C -1.34134 -0.12191 4.33267  -0.172
C -2.17231 0.45484 5.28062  0.012
C -3.50268 0.07997 5.31741  -0.050
C -3.95909 -0.87427 4.41782  -0.052
C -3.06775 -1.40217 3.50151  -0.112
N -1.78924 -1.03135 3.45215  0.026
C 1.96668 -2.38535 2.84158  -0.199
C 3.11554 -3.16161 2.92644  -0.032
C 4.24487 -2.63907 3.54848  -0.686
Cl 5.66844 -3.62730 3.62705  0.646
N 0.75552 -2.74528 2.24493  -0.005
C 0.55000 -3.88265 1.58231  -0.481
O 1.24466 -4.89341 1.48202  0.030
C -0.76024 -3.81536 0.81458  -0.159
C -1.21595 -4.92299 0.11243  0.014
C -2.39817 -4.82859 -0.59667  -0.051
C -3.09525 -3.62614 -0.58647  -0.057
C -2.57198 -2.56578 0.13104  -0.135
N -1.42708 -2.65097 0.81166  0.018
H 3.06514 0.40212 4.46215  0.108
H -1.74120 1.16337 5.97342  0.121
H -4.17578 0.51455 6.04513  0.109
H -4.98631 -1.21074 4.42456  0.104
H -3.37669 -2.15010 2.78154  0.106
H 3.12524 -4.16258 2.52643  0.097
H -0.61752 -5.82213 0.15356  0.121
H -2.77836 -5.67887 -1.14798  0.109
H -4.02922 -3.50766 -1.11777  0.103
H -3.07435 -1.60583 0.16862  0.096
S -1.52356 0.77232 1.02750  0.871
C -1.03470 0.85115 -0.56187  -0.608
N -1.45990 1.79953 -1.40731  -0.103
C -0.91672 1.90158 -2.75419  -0.103
C -0.72049 0.51717 -3.30303  -0.107
N 0.15026 -0.22512 -2.41035  -0.104
C 1.00944 -1.23652 -3.03780  -0.113
C 1.93193 -0.61667 -4.05395  -0.230
C 2.92493 0.26261 -3.62708  -0.028
C 3.77297 0.85851 -4.54506  -0.071
C 3.64070 0.57641 -5.89957  -0.084
C 2.65999 -0.30215 -6.33003  -0.078
C 1.80623 -0.89482 -5.40791  -0.052
C 0.00629 -0.13480 -1.08351  -0.596
S 0.91510 -0.98258 0.01220  0.956
C -2.30467 2.91876 -0.97804  -0.124
C -1.49775 4.18976 -0.87300  -0.217
C -0.54300 4.32648 0.13292  -0.027
C 0.22799 5.47458 0.20881  -0.067
C 0.05048 6.49742 -0.71434  -0.083
C -0.90060 6.36919 -1.71385  -0.080
C -1.66963 5.21550 -1.79312  -0.051
H 0.02747 2.45482 -2.74290  0.148
H -1.62789 2.45894 -3.36296  0.134
H -0.24450 0.56607 -4.28091  0.129
H -1.68091 -0.00050 -3.40824  0.143
H 0.36881 -1.99539 -3.49825  0.138
H 1.58092 -1.71547 -2.24748  0.079
H 3.03420 0.47232 -2.56847  0.121
H 4.54515 1.53566 -4.20462  0.107
H 4.30743 1.03784 -6.61611  0.104
H 2.55757 -0.52936 -7.38300  0.104
H 1.04078 -1.58524 -5.74420  0.113
H -2.75802 2.65260 -0.02761  0.078
H -3.09694 3.03179 -1.72115  0.129
H -0.40805 3.53188 0.85704  0.099
H 0.96542 5.57407 0.99432  0.109
H 0.65176 7.39472 -0.65010  0.104
H -1.04559 7.16470 -2.43289  0.104
H -2.41572 5.11765 -2.57413  0.110

***

Below is C7H17N3 as an isolated structure in a non-equilibrium geometry, with properties calculated with wB97M-V/def2-TZVPD.

Output
Strongest force on any atom   6.12 eV/A
Frontier orbital gap   0.2761 hartree
Highest occupied orbital energy   -6.69 eV
Energy above the lowest of the compared OMol25 structures with the same formula, charge and spin   541.9 kJ/mol

Each line ends with the Löwdin charge.
Element x y z (Å)
C 2.14030 0.53460 0.39093  -0.309
C -2.55448 -0.69759 -1.32890  -0.205
C -2.92749 -0.03566 0.92670  -0.196
C 0.46608 -1.84635 0.96389  -0.077
C 3.05156 -0.27967 -0.48796  -0.105
N -2.03881 -0.70110 0.01150  -0.213
C -0.33373 0.41285 -0.08711  -0.188
C 0.36241 -0.47716 0.45030  -0.125
N -0.59256 1.68634 -0.44065  0.110
N 2.18029 1.92457 0.09197  0.005
H 2.31167 0.38188 1.45659  0.110
H 0.12139 2.35307 -0.16115  0.076
H -0.99954 1.81294 -1.35696  0.092
H 2.57146 2.48687 0.83635  0.087
H 2.57121 2.17285 -0.81011  0.089
H -2.72571 0.32478 -1.73029  0.060
H -1.86193 -1.21498 -1.99764  0.069
H -3.93194 -0.49032 0.92232  0.072
H -2.52331 -0.09200 1.93982  0.068
H -3.07592 1.03437 0.68345  0.063
H -3.52788 -1.21131 -1.39232  0.072
H 1.15383 -2.45795 0.37572  0.073
H -0.51824 -2.30982 0.91260  0.072
H 0.79913 -1.84748 2.00378  0.081
H 4.07312 0.12375 -0.51779  0.074
H 2.66704 -0.28035 -1.51230  0.082
H 3.14204 -1.30716 -0.14271  0.063

***

Below is one molecule with the formula C20H16ClNO2S in a non-equilibrium geometry, with properties calculated with wB97M-V/def2-TZVPD.

Output
Strongest force on any atom   2.57 eV/A
Frontier orbital gap   0.3364 hartree
SMILES string   O=C1C[C@@H](c2ccco2)Sc2ccccc2N1Cc1cccc(Cl)c1
Highest occupied orbital energy   -8.57 eV
Energy above the lowest of the compared OMol25 structures with the same formula, charge and spin   126.2 kJ/mol

Each line ends with the Löwdin charge.
Element x y z (Å)
O -1.00881 1.96449 0.71499  0.060
Cl 4.14969 3.93963 0.06039  0.653
O -3.79918 0.64429 3.03491  0.020
S -2.06509 -1.98032 0.31611  1.028
C -0.60253 0.80291 0.76442  -0.411
C -5.04337 1.13664 2.76036  -0.124
C -5.53489 0.67629 1.56961  -0.053
C -4.47611 -0.16651 1.04926  -0.057
C -3.42918 -0.16941 1.94538  -0.250
C 1.51464 -3.72849 -0.13220  -0.064
C 2.40611 -2.65865 -0.21764  -0.063
C 3.75788 1.31049 -3.00789  -0.058
C 4.31541 2.26764 -2.12640  -0.104
C 0.12144 -3.46980 0.01288  -0.088
C 1.90374 -1.35768 -0.20776  0.009
C 2.44135 0.83390 -2.80986  -0.040
C 2.17823 2.39864 -0.97644  -0.046
C 3.54425 2.75263 -1.06986  -0.644
C -0.34643 -2.15152 0.00322  -0.473
C 0.52902 -1.07512 -0.13503  -0.266
C 1.62555 1.39683 -1.80845  -0.214
N 0.10684 0.22899 -0.25655  0.004
C 0.21860 0.90810 -1.58146  -0.051
C -0.90851 -0.00502 2.03847  -0.086
C -2.10721 -0.95399 1.87936  -0.417
H -5.55634 1.74727 3.48513  0.116
H -6.48892 0.93736 1.07047  0.113
H -4.47662 -0.70330 0.11777  0.077
H 1.86916 -4.75260 -0.17315  0.100
H 3.46201 -2.84603 -0.32978  0.103
H 4.40905 0.98933 -3.81016  0.099
H 5.33350 2.55083 -2.28666  0.095
H -0.62309 -4.25287 0.06482  0.092
H 2.58070 -0.53364 -0.21872  0.108
H 1.98392 0.05118 -3.39156  0.104
H 1.60914 2.80625 -0.16568  0.102
H -0.45966 1.74206 -1.68795  0.130
H -0.03528 0.19265 -2.38435  0.137
H 0.00920 -0.55510 2.25059  0.119
H -1.03887 0.66553 2.89254  0.133
H -2.06936 -1.58389 2.74685  0.105

***

Below is a 2-piece molecular cluster, C5H11Cl2NO overall in a non-equilibrium geometry, with properties calculated with wB97M-V/def2-TZVPD.

Output
Strongest force on any atom   3.93 eV/A
Frontier orbital gap   0.3806 hartree
SMILES string   CCN(CC)C(=O)Cl.Cl
Highest occupied orbital energy   -9.73 eV
Energy above the lowest of the compared OMol25 structures with the same formula, charge and spin   100.9 kJ/mol

Each line ends with the Löwdin charge.
Element x y z (Å)
C 0.46013 -1.91723 0.10888  -0.089
C -2.24994 1.51505 0.09463  -0.031
C -0.32196 -0.84250 -0.63625  -0.230
C -1.05394 0.99894 0.90178  -0.255
C 1.19383 0.93942 -0.25097  -0.864
N -0.09639 0.42554 -0.02318  -0.169
O 1.97178 0.57486 -1.14277  -0.062
Cl 4.02410 -1.58457 -0.26794  0.294
Cl 1.34867 2.35155 0.61034  0.856
H 0.59485 -1.54379 1.15308  0.095
H -0.05174 -2.91053 0.22636  0.080
H 1.36671 -2.22064 -0.46480  0.038
H -2.87428 0.71261 0.00476  0.045
H -2.66464 2.29270 0.64554  0.064
H -1.80997 1.77357 -0.79557  0.063
H 0.05407 -0.63398 -1.63330  0.119
H -1.33385 -1.24881 -0.72612  0.127
H -0.65601 1.75649 1.49053  0.030
H -1.33949 0.20816 1.65334  0.142
H 3.43806 -0.64683 -0.94835  -0.251

***

Below is a 2-piece molecular cluster, C24H41F10N2O5S2 overall in a non-equilibrium geometry, with properties calculated with wB97M-V/def2-TZVPD.

Output
Strongest force on any atom   2.44 eV/A
Charge   +1
Frontier orbital gap   0.3469 hartree
Highest occupied orbital energy   -11.87 eV

Each line ends with the Löwdin charge.
Element x y z (Å)
C 1.34486 -3.10569 -0.00204  -0.021
C 2.25775 -2.80862 -1.16672  -0.372
C 3.40742 -1.91422 -0.81216  -0.007
N 2.01004 -3.41756 -2.25134  0.192
C 2.22939 -2.97023 -3.58640  -0.325
C 3.32064 -3.92692 -4.23039  -0.300
C 4.46553 -4.26304 -3.29433  -0.007
F 2.72556 -5.12277 -4.54201  0.037
O 0.99130 -3.37264 -4.29797  -0.127
S 1.07070 -2.79386 -5.79802  0.634
O 1.56743 -3.74726 -6.71905  -0.182
O -0.19190 -2.22800 -6.13121  -0.216
O 2.16066 -1.65808 -5.47851  -0.150
C 2.24175 -1.49642 -4.01607  -0.319
C 3.47852 -0.60502 -3.85187  -0.059
C 4.82199 -1.17793 -4.28657  -0.238
O 5.11932 -1.26118 -5.45077  0.104
C 0.98531 -0.62758 -3.71632  -0.062
C 0.22187 -0.96639 -2.43428  -0.059
C -1.11633 -0.23150 -2.31654  -0.427
F -1.04856 0.87511 -3.12061  0.111
F -1.33875 0.25413 -1.06588  0.084
C -2.33656 -1.03954 -2.86015  -0.405
F -3.28747 -0.18238 -3.27638  0.134
F -1.90574 -1.73311 -3.93714  0.136
S -3.12964 -2.22572 -1.61125  0.773
F -4.46966 -2.21820 -2.44674  -0.111
F -3.62285 -0.99823 -0.74804  -0.129
F -1.76733 -2.32255 -0.78419  -0.148
F -2.66343 -3.49187 -2.44193  -0.117
F -3.79105 -3.18699 -0.55873  -0.103
H 0.83189 -4.04034 -0.18982  0.096
H 0.65698 -2.28101 0.15919  0.062
H 1.93554 -3.22432 0.90667  0.082
H 3.01437 -0.99535 -0.37078  0.088
H 4.06413 -1.65366 -1.62867  0.046
H 3.96601 -2.39551 -0.01451  0.099
H 3.73453 -3.50618 -5.14258  0.137
H 4.97876 -3.40416 -2.88033  0.055
H 4.14519 -4.96424 -2.53207  0.092
H 5.20312 -4.79830 -3.88798  0.098
H 3.30372 0.24156 -4.51024  0.140
H 3.54319 -0.18031 -2.85360  0.111
H 5.53161 -1.49063 -3.50025  0.117
H 1.33663 0.39311 -3.61061  0.125
H 0.30053 -0.60620 -4.55224  0.114
H 0.04986 -2.02999 -2.33342  0.106
H 0.80234 -0.60096 -1.58753  0.121
C -2.50869 3.77008 6.78272  -0.089
C -1.85838 2.42573 6.46034  -0.246
C -0.63721 2.53505 5.54232  -0.175
C -0.85782 3.15630 4.17379  -0.092
N -1.67878 2.36316 3.16823  -0.182
C -0.98297 2.37733 1.82342  -0.101
C 0.11767 1.34365 1.95239  -0.135
C -0.50484 0.23547 2.81125  -0.117
C -1.73811 0.87124 3.45675  -0.082
C -3.08632 2.91264 3.05479  -0.107
C -3.26643 4.17115 2.21570  -0.210
C -2.68780 5.48017 2.75598  -0.088
H -2.96038 4.23322 5.90276  0.049
H -3.30111 3.63649 7.51711  0.084
H -1.78201 4.47010 7.19759  0.087
H -2.61467 1.75325 6.04545  0.097
H -1.52900 1.96814 7.39414  0.118
H -0.14180 1.56498 5.44796  0.112
H 0.09532 3.17050 6.04706  0.133
H 0.10955 3.34224 3.71146  0.130
H -1.33546 4.12333 4.29067  0.100
H -1.71899 2.07516 1.07910  0.138
H -0.62148 3.37984 1.61055  0.140
H 0.99011 1.76380 2.45404  0.116
H 0.44707 0.98452 0.98022  0.110
H 0.20095 -0.13475 3.55275  0.118
H -0.80448 -0.61901 2.20695  0.115
H -1.82382 0.68424 4.51865  0.109
H -2.63933 0.49588 2.98046  0.132
H -3.45507 3.04801 4.07108  0.129
H -3.68057 2.12801 2.58990  0.130
H -4.34582 4.30245 2.11676  0.127
H -2.90353 4.00927 1.20005  0.107
H -2.97836 5.64783 3.79484  0.077
H -3.06666 6.31686 2.17199  0.086
H -1.59993 5.51439 2.68311  0.070

***

The highest strongest force on any atom belongs to which entry?
C7H17N3

***

Which formula does entry 3 have?
C7H17N3

***

strongest force on any atom of number 5 (C5H11Cl2NO)?
3.93 eV/A